Entry 1:
Density functional theory data (ωB97M-V with the def2-TZVPD basis set) for C17H38BrN9O4P2S3SbTi as an isolated structure in a non-equilibrium geometry.

- Kohn-Sham gap (spin up / spin down): 5.85 / 5.85 eV
- ⟨S²⟩: 0.756
- Total energy: -7005.6898 Ha

ORCA input file:
```
! RIJCOSX wB97M-V def2-TZVPD def2/J DEFGRID3
* xyz 0 2
Ti -1.3136 1.0491 0.1766
S -4.0126 -1.1256 3.8696
Sb -3.3746 0.8129 2.8625
S -0.9068 0.3976 2.5006
S -3.5835 0.2566 0.3469
C 2.9870 -0.1114 -2.1985
N 2.6123 -1.1150 -1.2123
C 2.6962 -2.4866 -1.6778
P 1.7748 -0.5803 0.1000
O 0.9194 0.5913 -0.1812
O 1.0076 -1.9036 0.6313
P -0.5271 -2.2586 0.2366
O -1.1238 -1.0565 -0.3956
N -1.1040 -2.9751 1.5650
C -2.4784 -3.4820 1.4332
C -0.6397 -2.8614 2.9448
N -0.4447 -3.4242 -0.9299
C -0.0372 -4.7651 -0.5493
C -1.2462 -3.3593 -2.1378
N 2.8856 -0.2323 1.2592
C 2.4875 0.5683 2.4117
C 3.9445 -1.1876 1.5453
H 3.9924 -0.3201 -2.5710
H 2.9775 0.8788 -1.7468
H 2.2922 -0.1058 -3.0457
H 3.6921 -2.6583 -2.0947
H 1.9513 -2.6991 -2.4512
H 2.5441 -3.1799 -0.8560
H -2.8209 -3.3792 0.4012
H -3.1463 -2.8904 2.0637
H -2.5077 -4.5349 1.7254
H 0.3170 -2.3479 2.9759
H -0.5324 -3.8711 3.3529
H -1.3607 -2.2910 3.5310
H 0.5906 -4.7322 0.3399
H 0.5378 -5.2178 -1.3618
H -0.8980 -5.4077 -0.3356
H -1.5762 -2.3369 -2.2987
H -2.1253 -4.0094 -2.0638
H -0.6505 -3.6860 -2.9961
H 1.6413 1.1953 2.1418
H 3.3362 1.1832 2.7228
H 2.1747 -0.0609 3.2506
H 4.2378 -1.7063 0.6346
H 3.6368 -1.9252 2.2944
H 4.8132 -0.6494 1.9298
C 2.4099 4.6844 2.2321
N 1.2307 3.9469 2.6417
C 1.0546 3.6154 4.0508
C 0.4671 3.3520 1.7548
N -0.2047 2.8308 0.9758
H 2.4277 5.6628 2.7154
H 2.3913 4.8251 1.1537
H 3.3211 4.1426 2.5019
H 0.8912 4.5253 4.6303
H 1.9387 3.0991 4.4346
H 0.2007 2.9471 4.1503
N -4.3853 2.8614 -1.2518
C -3.3176 3.5269 -0.7748
N -3.0873 4.7839 -1.2568
O -2.5704 3.0508 0.0872
H -5.0906 3.3137 -1.8028
H -4.5409 1.9512 -0.8031
H -3.5450 5.1110 -2.0879
H -2.1980 5.1830 -1.0119
Br 0.7402 3.2535 -2.1604
C -0.2988 1.8843 -2.9453
C -0.0812 1.5554 -4.2729
C -0.8885 0.5844 -4.8366
C -1.8855 0.0002 -4.0654
C -2.0173 0.3960 -2.7525
N -1.2241 1.3212 -2.1863
H 0.6935 2.0561 -4.8343
H -0.7486 0.2993 -5.8708
H -2.5519 -0.7481 -4.4700
H -2.7707 -0.0145 -2.0885
*
```

***

Entry 2:
Density functional theory data (ωB97M-V with the def2-TZVPD basis set) for C17H38LiNO17P as an isolated structure in a non-equilibrium geometry.

- Kohn-Sham gap: 4.09 eV
- Total energy: -2353.0610 Ha

ORCA input file:
```
! RIJCOSX wB97M-V def2-TZVPD def2/J DEFGRID3
* xyz -1 1
C 5.1552 4.1999 1.9628
N 4.0132 4.4929 0.9798
C 3.6522 5.9619 1.1338
C 4.3322 4.3209 -0.4492
C 2.8752 3.6229 1.4978
C 1.5622 3.6729 0.7448
O 0.6832 2.7659 1.3698
H 5.0352 4.8849 2.9988
H 6.0182 4.1489 1.4258
H 5.1852 3.1899 2.3798
H 2.6512 6.1659 0.7628
H 4.3752 6.5939 0.7268
H 3.5612 6.0169 2.2168
H 4.7812 3.2929 -0.6072
H 5.3082 4.9359 -0.8342
H 3.6052 4.3739 -0.9312
H 2.6052 3.8189 2.5618
H 3.1292 2.5039 1.5588
H 1.8642 3.3339 -0.3382
H 1.1832 4.7359 0.6228
H 0.9952 1.9169 1.0338
Li 0.4632 -0.0081 -0.7102
P 2.5892 0.5299 -0.7282
O 2.1382 -0.7721 -1.2412
O 1.7212 0.5849 0.5528
O 1.6522 1.3889 -1.4262
O 4.0642 0.8039 -0.7232
C -2.8948 -2.3161 -1.1322
O -3.3708 -1.0181 -0.9022
C -2.6218 -0.0111 -0.3702
O -1.4028 -0.2191 -0.2672
O -3.2258 1.1209 -0.0852
C -2.5968 2.3329 0.4688
H -2.4658 -2.2471 -2.1822
H -3.5788 -3.0561 -1.2992
H -2.4098 -2.7211 -0.2332
H -3.3488 2.9159 0.7298
H -1.9768 2.7669 -0.1942
H -2.1548 1.9979 1.4008
C -0.6258 -1.0721 2.5778
O -1.3358 -2.2341 3.0648
C -0.5618 -3.3421 3.0938
O 0.6692 -3.4171 3.0558
O -1.1998 -4.3611 3.3958
C -0.5308 -5.6341 3.4568
H -0.0578 -1.4781 1.6018
H -0.0178 -0.7161 3.3628
H -1.1438 -0.2761 2.1688
H 0.3372 -5.5291 3.8368
H -0.1398 -5.5861 2.3928
H -1.2478 -6.3771 3.7318
C -1.5588 -7.3301 -0.1162
O -1.3858 -6.4931 -1.1792
C -0.3928 -5.5441 -1.0342
O 0.3612 -5.5561 -0.0092
O -0.4258 -4.4981 -1.8602
C 0.5142 -3.5261 -1.8402
H -2.1118 -6.8761 0.6348
H -0.7118 -7.8071 0.1538
H -2.1748 -8.2251 -0.6382
H 1.3892 -3.8291 -2.2212
H 0.5942 -3.3371 -0.7842
H 0.3092 -2.5171 -2.2892
C -5.7898 1.4239 -2.6252
O -4.4838 1.8639 -2.6632
C -3.4798 1.1779 -3.2132
O -3.6868 0.1649 -3.8052
O -2.3598 1.8069 -3.0612
C -1.2018 1.0829 -3.4682
H -6.2248 1.5479 -3.6152
H -6.4268 1.9249 -1.8602
H -5.6558 0.4439 -2.2662
H -0.4468 1.7489 -2.7602
H -1.0628 1.1859 -4.4602
H -0.8838 0.1679 -3.2352
*
```

***

Entry 3:
Density functional theory data (ωB97M-V with the def2-TZVPD basis set) for a 10-piece molecular cluster, C17H38N11O21 overall in a non-equilibrium geometry.

- Kohn-Sham gap: 7.14 eV
- Total energy: -2851.7450 Ha

ORCA input file:
```
! RIJCOSX wB97M-V def2-TZVPD def2/J DEFGRID3
* xyz 1 1
C 4.3820 2.0470 1.4372
C 3.2065 2.9601 0.8418
O 2.4363 2.1187 -0.0805
C 1.1488 1.9545 0.3437
C 0.8455 0.6877 1.1057
C -0.5648 0.5320 1.5049
C -1.5024 1.6188 1.0907
C -3.0134 1.5232 1.4309
C -3.4089 2.6694 2.4329
O -2.6327 2.9023 3.3293
O -4.5758 3.3823 2.2729
N -0.9774 2.6692 0.4175
N 0.2524 2.8912 0.0211
H 4.1347 1.8878 2.5076
H 5.3920 2.5221 1.2594
H 4.3840 1.0813 0.8592
H 3.6829 3.7710 0.2255
H 2.6017 3.4515 1.6369
H 1.6284 -0.0681 1.3447
H -0.9277 -0.3598 2.0601
H -3.6104 1.5737 0.4508
H -3.2800 0.5234 1.8753
H -4.3583 4.3172 2.4556
H -1.6580 3.4020 0.1764
C -1.4646 -2.3850 -1.0165
N -2.7292 -2.0467 -0.3106
O -3.0416 -2.7290 0.6485
O -3.3649 -1.1034 -0.7459
H -1.0062 -3.2368 -0.5258
H -1.7165 -2.6251 -2.0460
H -0.8158 -1.5118 -0.9616
C 0.0786 -1.5725 -5.1037
N 0.5227 -2.9054 -4.6159
O 1.4625 -3.4229 -5.1859
O -0.0963 -3.3812 -3.6730
H 0.7116 -1.2768 -5.9355
H -0.9575 -1.6684 -5.4214
H 0.1744 -0.8716 -4.2770
C 1.3568 2.3414 5.5943
N 2.3588 1.9234 4.5761
O 2.5295 2.6599 3.6128
O 2.9377 0.8788 4.7721
H 0.9216 3.2885 5.2881
H 0.5964 1.5649 5.6441
H 1.8778 2.4442 6.5437
C -2.9154 -6.8053 0.0161
N -1.6257 -6.1302 -0.2840
O -0.6592 -6.4417 0.3794
O -1.6309 -5.3030 -1.1828
H -2.7614 -7.5074 0.8302
H -3.6281 -6.0374 0.2995
H -3.2318 -7.3239 -0.8865
C 1.9020 -5.6791 -3.0958
N 3.0183 -5.7799 -2.1185
O 3.1480 -6.8281 -1.5184
O 3.7258 -4.7958 -1.9901
H 1.3607 -6.6213 -3.1039
H 1.2581 -4.8678 -2.7745
H 2.3353 -5.4753 -4.0710
C 5.6395 5.2123 3.9063
N 5.9305 5.0023 2.4633
O 6.6410 4.0622 2.1663
O 5.4326 5.7907 1.6812
H 6.1449 4.4406 4.4801
H 6.0101 6.1991 4.1753
H 4.5610 5.1470 4.0356
C 3.4344 3.7781 -2.3488
N 3.1870 4.1791 -3.7593
O 3.8324 3.6195 -4.6223
O 2.3498 5.0433 -3.9443
H 4.1982 3.0051 -2.3328
H 3.7692 4.6627 -1.8108
H 2.4982 3.4027 -1.9482
C -3.0860 3.7125 -3.1548
N -2.6523 2.3755 -2.6639
O -1.7182 1.8472 -3.2286
O -3.2710 1.9015 -1.7223
H -2.4501 4.0019 -3.9866
H -4.1227 3.6242 -3.4729
H -2.9856 4.4145 -2.3296
C -6.9908 -4.3084 1.2228
N -6.5408 -5.6404 1.7086
O -5.5970 -6.1590 1.1349
O -7.1472 -6.1158 2.6430
H -6.3614 -4.0095 0.3892
H -8.0275 -4.4075 0.9085
H -6.8946 -3.6087 2.0499
*
```

***

What is the formula in the first record?
C17H38BrN9O4P2S3SbTi

***

Copy entry 1 word for word.
Density functional theory data (ωB97M-V with the def2-TZVPD basis set) for C17H38BrN9O4P2S3SbTi as an isolated structure in a non-equilibrium geometry.

- Kohn-Sham gap (spin up / spin down): 5.85 / 5.85 eV
- ⟨S²⟩: 0.756
- Total energy: -7005.6898 Ha

ORCA input file:
```
! RIJCOSX wB97M-V def2-TZVPD def2/J DEFGRID3
* xyz 0 2
Ti -1.3136 1.0491 0.1766
S -4.0126 -1.1256 3.8696
Sb -3.3746 0.8129 2.8625
S -0.9068 0.3976 2.5006
S -3.5835 0.2566 0.3469
C 2.9870 -0.1114 -2.1985
N 2.6123 -1.1150 -1.2123
C 2.6962 -2.4866 -1.6778
P 1.7748 -0.5803 0.1000
O 0.9194 0.5913 -0.1812
O 1.0076 -1.9036 0.6313
P -0.5271 -2.2586 0.2366
O -1.1238 -1.0565 -0.3956
N -1.1040 -2.9751 1.5650
C -2.4784 -3.4820 1.4332
C -0.6397 -2.8614 2.9448
N -0.4447 -3.4242 -0.9299
C -0.0372 -4.7651 -0.5493
C -1.2462 -3.3593 -2.1378
N 2.8856 -0.2323 1.2592
C 2.4875 0.5683 2.4117
C 3.9445 -1.1876 1.5453
H 3.9924 -0.3201 -2.5710
H 2.9775 0.8788 -1.7468
H 2.2922 -0.1058 -3.0457
H 3.6921 -2.6583 -2.0947
H 1.9513 -2.6991 -2.4512
H 2.5441 -3.1799 -0.8560
H -2.8209 -3.3792 0.4012
H -3.1463 -2.8904 2.0637
H -2.5077 -4.5349 1.7254
H 0.3170 -2.3479 2.9759
H -0.5324 -3.8711 3.3529
H -1.3607 -2.2910 3.5310
H 0.5906 -4.7322 0.3399
H 0.5378 -5.2178 -1.3618
H -0.8980 -5.4077 -0.3356
H -1.5762 -2.3369 -2.2987
H -2.1253 -4.0094 -2.0638
H -0.6505 -3.6860 -2.9961
H 1.6413 1.1953 2.1418
H 3.3362 1.1832 2.7228
H 2.1747 -0.0609 3.2506
H 4.2378 -1.7063 0.6346
H 3.6368 -1.9252 2.2944
H 4.8132 -0.6494 1.9298
C 2.4099 4.6844 2.2321
N 1.2307 3.9469 2.6417
C 1.0546 3.6154 4.0508
C 0.4671 3.3520 1.7548
N -0.2047 2.8308 0.9758
H 2.4277 5.6628 2.7154
H 2.3913 4.8251 1.1537
H 3.3211 4.1426 2.5019
H 0.8912 4.5253 4.6303
H 1.9387 3.0991 4.4346
H 0.2007 2.9471 4.1503
N -4.3853 2.8614 -1.2518
C -3.3176 3.5269 -0.7748
N -3.0873 4.7839 -1.2568
O -2.5704 3.0508 0.0872
H -5.0906 3.3137 -1.8028
H -4.5409 1.9512 -0.8031
H -3.5450 5.1110 -2.0879
H -2.1980 5.1830 -1.0119
Br 0.7402 3.2535 -2.1604
C -0.2988 1.8843 -2.9453
C -0.0812 1.5554 -4.2729
C -0.8885 0.5844 -4.8366
C -1.8855 0.0002 -4.0654
C -2.0173 0.3960 -2.7525
N -1.2241 1.3212 -2.1863
H 0.6935 2.0561 -4.8343
H -0.7486 0.2993 -5.8708
H -2.5519 -0.7481 -4.4700
H -2.7707 -0.0145 -2.0885
*
```